Molecular formula: C11H16FNO3
Method: DFT, the ωB97M-V functional and the def2-TZVPD basis

Last column: natural (NBO) charge in e.
Geometry (Å):
O 0.13631 -0.45975 2.28020  -0.708
C -0.90171 -0.86891 1.45675  0.154
C -1.93876 -1.61570 2.31313  -0.094
O -3.24132 -1.41220 1.78894  -0.528
C -3.19969 -1.50204 0.37375  -0.095
C -2.49421 -0.27334 -0.24067  -0.280
N -1.60007 0.30108 0.79376  -0.375
C -0.57686 1.23900 0.21328  0.119
O 0.20257 0.31349 -0.42640  -0.476
C 1.43885 0.72102 -0.89248  0.272
C 2.09414 -0.15466 -1.74540  -0.245
C 3.35175 0.14985 -2.23441  -0.192
C 3.97683 1.34159 -1.87228  -0.233
C 3.31932 2.21528 -1.02751  -0.222
C 2.05632 1.91303 -0.53398  -0.272
H 0.95750 -0.50149 1.77213  0.501
H -0.52922 -1.55757 0.67916  0.317
H -1.86309 -1.26187 3.34081  0.202
H -1.67925 -2.67712 2.25770  0.195
H -4.19513 -1.64034 -0.04027  0.208
H -2.62862 -2.39690 0.09593  0.205
H -3.27327 0.43273 -0.52680  0.207
H -1.90298 -0.61790 -1.09382  0.312
H -2.11720 0.81248 1.51044  0.427
H -1.05497 1.97101 -0.44843  0.190
H -0.10859 1.78331 1.03777  0.190
H 1.59092 -1.08482 -1.99672  0.306
H 3.81264 -0.56967 -2.89823  0.216
H 4.96871 1.54655 -2.25365  0.212
H 3.82720 3.12679 -0.73865  0.212
H 1.58307 2.61185 0.14530  0.196
F -0.01119 -1.88478 -1.08936  -0.922

LUMO level: 0.09 eV
Maximum force: 2.13 eV/Å
ΔE to the lowest compared entry with this formula, charge and spin: 11.4 kcal/mol
Kohn-Sham gap: 8.22 eV
E_HOMO: -0.2985 Eh
Multiplicity: 1

Molecular formula: C11H16INPdSeSi2
Method: DFT, the ωB97M-V functional and the def2-TZVPD basis

Last column: natural (NBO) charge in e.
Geometry (Å):
Pd 0.09720 0.03160 0.00000  0.142
C 3.15560 -0.75580 1.60780  -1.105
Si 2.45210 0.05420 0.00000  1.281
C 3.15560 -0.75580 -1.60780  -1.105
C 2.92400 1.91780 0.00000  -0.468
C 4.25680 2.30110 0.00000  -0.152
C 4.61160 3.63920 0.00000  -0.227
C 3.62530 4.61060 0.00000  -0.197
C 2.29460 4.23600 0.00000  -0.212
C 1.92780 2.89630 0.00000  -0.468
Si 0.07280 2.39200 0.00000  1.398
C -0.75840 3.08750 -1.59740  -1.105
C -0.75830 3.08750 1.59740  -1.105
H 4.23660 -0.66070 1.62560  0.230
H 2.90870 -1.81200 1.65850  0.231
H 2.76680 -0.27690 2.50340  0.243
H 4.23660 -0.66070 -1.62570  0.230
H 2.76680 -0.27690 -2.50340  0.243
H 2.90870 -1.81200 -1.65850  0.231
H 5.02730 1.54490 0.00000  0.194
H 5.65280 3.92570 0.00000  0.211
H 3.89580 5.65720 0.00000  0.210
H 1.52900 4.99570 0.00000  0.200
H -0.67540 4.17030 -1.59100  0.237
H -1.81150 2.82750 -1.64160  0.239
H -0.28170 2.72340 -2.50390  0.245
H -0.67540 4.17030 1.59100  0.237
H -0.28160 2.72340 2.50390  0.245
H -1.81150 2.82750 1.64160  0.239
Se -3.16310 -2.65940 0.00000  0.063
C -3.02250 -0.52860 0.00000  0.191
N -2.04210 0.12410 0.00000  -0.528
I 0.11030 -2.65820 0.00000  -0.067

LUMO level: -3.77 eV
Maximum force: 3.31 eV/Å
ΔE to the lowest compared entry with this formula, charge and spin: 50.7 kcal/mol
Kohn-Sham gap: 4.06 eV
E_HOMO: -0.2878 Eh
Multiplicity: 1

Molecular formula: C11H16IrN5O3PS2Te
Method: DFT, the ωB97M-V functional and the def2-TZVPD basis

Last column: natural (NBO) charge in e.
Geometry (Å):
Ir -1.23180 -0.70569 0.39612  0.686
N -2.44326 -3.94519 0.85881  -0.757
C -2.30995 -3.19040 1.94925  0.288
N -1.84171 -1.95038 1.93865  -0.539
C -1.77659 -1.43694 3.23973  0.294
C -2.19805 -2.24303 4.21847  -0.432
S -2.71946 -3.74740 3.52970  0.508
C -0.81846 1.06320 3.74712  0.354
C -0.56770 1.90247 4.74074  -0.395
S 0.11784 3.38271 4.03792  0.509
C 0.03519 2.75372 2.41715  0.349
N -0.50048 1.53912 2.47122  -0.424
N 0.43958 3.35299 1.31857  -0.713
H -2.17639 -3.59569 -0.04682  0.421
H -2.82188 -4.87585 0.91055  0.436
H -2.24716 -2.07059 5.27957  0.280
H -0.71139 1.82499 5.80508  0.299
H 0.80859 4.29119 1.34488  0.445
H 0.36780 2.89389 0.41729  0.449
N -1.22643 -0.16383 3.17457  -0.405
C -0.99091 0.31140 1.89495  0.318
C 0.80203 -1.77288 -4.94065  -0.640
C -0.27250 -0.92119 -4.32311  -0.055
O 0.35404 0.11840 -3.48111  -0.830
P 0.26226 0.15851 -1.93800  2.114
O -1.13207 0.38397 -1.35561  -1.068
Te 0.85219 -1.85441 -0.72263  -0.133
O 1.13745 1.40366 -1.52636  -0.853
C 2.52062 1.51575 -2.02132  -0.066
C 3.21639 2.57586 -1.21229  -0.636
H 0.33919 -2.51793 -5.58797  0.247
H 1.37929 -2.29920 -4.17958  0.212
H 1.47539 -1.16876 -5.54620  0.236
H -0.96310 -1.49583 -3.70439  0.188
H -0.84271 -0.36212 -5.05948  0.223
H 2.46544 1.76999 -3.07745  0.214
H 3.00139 0.54169 -1.90786  0.194
H 2.69464 3.52971 -1.29639  0.217
H 4.22528 2.71885 -1.59855  0.254
H 3.29739 2.28526 -0.16458  0.212

LUMO level (alpha / beta): -6.93 / -7.69 eV
Maximum force: 0.84 eV/Å
ΔE to the lowest compared entry with this formula, charge and spin: 53.8 kcal/mol
Kohn-Sham gap (alpha / beta): 6.63 / 6.46 eV
Charge: +2
E_HOMO (alpha / beta): -0.4980 / -0.5200 Eh
Multiplicity: 2

Molecular formula: C11H16MnN2O5
Method: DFT, the ωB97M-V functional and the def2-TZVPD basis

Last column: natural (NBO) charge in e.
Geometry (Å):
Mn 0.00284 0.00413 -0.20462  0.536
O 0.16526 2.97351 -0.43667  -0.344
C 0.09988 1.82138 -0.34852  0.439
C -0.07584 -1.79542 -0.36748  0.423
O -0.12278 -2.95720 -0.48567  -0.346
C 1.80876 -0.08758 -0.19159  0.445
O 2.96666 -0.14332 -0.00149  -0.344
C -1.81788 0.08742 -0.23638  0.469
O -2.95573 0.14150 -0.06970  -0.334
C 0.03240 0.67151 -5.06757  -0.404
H -0.87105 1.29024 -5.10413  0.202
H 0.99117 1.20137 -5.08387  0.202
C -0.03140 -0.66838 -5.12714  -0.396
H 0.87258 -1.28418 -5.19195  0.203
H -0.98908 -1.19399 -5.21232  0.203
C -0.02163 2.27797 3.22842  -0.428
N -0.02993 1.13495 4.11895  -0.153
C -0.04288 1.43133 5.53769  -0.462
C -0.04518 -0.06738 3.51793  0.714
O -0.07266 -0.04480 2.24447  -0.741
N -0.06114 -1.23153 4.16876  -0.117
C 0.02974 -1.45443 5.59412  -0.455
C -0.14354 -2.42737 3.37033  -0.442
H -0.05048 3.16921 3.86170  0.244
H -0.89146 2.29420 2.55726  0.262
H 0.87924 2.31906 2.59890  0.261
H -0.88851 0.98593 6.07799  0.259
H 0.91074 1.21910 6.04882  0.263
H -0.17672 2.51000 5.60580  0.260
H -0.94189 -1.81658 5.97045  0.277
H 0.74925 -2.26962 5.72733  0.268
H 0.37701 -0.57369 6.14237  0.248
H -0.26193 -2.16576 2.31773  0.258
H 0.76414 -3.00451 3.54870  0.266
H -0.98447 -2.99867 3.75940  0.265

LUMO level (alpha / beta): -6.36 / -11.39 eV
Maximum force: 7.93 eV/Å
ΔE to the lowest compared entry with this formula, charge and spin: 0.0 kcal/mol
Kohn-Sham gap (alpha / beta): 7.15 / 2.86 eV
Charge: +2
E_HOMO (alpha / beta): -0.4964 / -0.5239 Eh
Multiplicity: 6

Molecular formula: C11H16N2
Method: DFT, the ωB97M-V functional and the def2-TZVPD basis

Last column: natural (NBO) charge in e.
Geometry (Å):
N -0.31250 -2.86429 0.22253  -0.824
C -0.83131 -1.74664 0.97555  -0.192
C -0.72671 -0.35602 0.29011  -0.117
C 0.74141 -0.03069 0.14241  0.236
C 1.43411 0.85648 0.96297  -0.261
C 2.78872 1.04923 0.75556  -0.158
C 3.42727 0.34273 -0.25129  -0.272
C 2.66313 -0.53543 -1.00030  0.060
N 1.36876 -0.71438 -0.81308  -0.472
C -1.40653 -0.33097 -1.08904  -0.405
C -1.69009 1.15339 -1.35556  -0.410
C -1.68458 1.84294 0.02229  -0.409
C -1.53662 0.70821 1.03675  -0.389
H -0.85102 -2.98615 -0.62875  0.349
H 0.64363 -2.67006 -0.06288  0.369
H -1.88430 -1.95025 1.19194  0.190
H -0.29322 -1.70606 1.92894  0.187
H 0.93498 1.39590 1.75116  0.219
H 3.34029 1.74226 1.37531  0.216
H 4.48118 0.46662 -0.44487  0.220
H 3.10243 -1.12848 -1.79321  0.190
H -0.77275 -0.76890 -1.85727  0.237
H -2.34116 -0.89302 -1.03697  0.199
H -0.91431 1.57715 -1.99336  0.207
H -2.64434 1.28347 -1.86498  0.209
H -2.59248 2.41968 0.19529  0.210
H -0.83698 2.52523 0.09739  0.202
H -1.08903 1.02882 1.97487  0.206
H -2.51797 0.28925 1.26851  0.206

SMILES: NCC1(c2ccccn2)CCCC1
LUMO level: 0.87 eV
Maximum force: 0.55 eV/Å
ΔE to the lowest compared entry with this formula, charge and spin: 0.0 kcal/mol
Kohn-Sham gap: 9.55 eV
E_HOMO: -0.3188 Eh
Multiplicity: 1

Molecular formula: C11H16N2O
Method: DFT, the ωB97M-V functional and the def2-TZVPD basis

Last column: natural (NBO) charge in e.
Geometry (Å):
C -3.14437 1.90126 1.32332  -0.408
N -1.90244 1.62932 0.72474  -0.654
C -1.13158 0.49462 1.16425  -0.009
C -1.38774 -0.89027 0.49947  -0.405
C 0.09685 -0.95416 0.05262  -0.020
C 1.01753 -2.14224 0.26761  -0.629
C 0.34369 0.19742 -0.87123  -0.248
C 1.65055 0.19079 -1.54752  -0.169
C 2.77879 0.25491 -0.86284  -0.252
C 2.73883 0.77242 0.50560  -0.232
C 1.59461 0.93192 1.21656  -0.183
C 0.32534 0.45010 0.64969  -0.085
H -3.92278 1.46182 0.63881  0.189
H -3.18718 1.21327 2.24038  0.167
H -3.24552 2.95906 1.68943  0.207
H -1.35529 2.42360 0.59190  0.370
H -1.21861 0.39154 2.24472  0.178
H -1.72765 -1.73880 1.19521  0.213
H -2.13809 -0.88720 -0.28245  0.200
H 1.78628 -1.77266 1.00940  0.227
H 1.48929 -2.38939 -0.64308  0.218
H 0.51941 -3.11081 0.69113  0.225
H -0.49622 0.47172 -1.45619  0.218
H 1.66109 0.08565 -2.69383  0.233
H 3.73779 0.26989 -1.32701  0.215
H 3.61230 1.08127 0.97100  0.206
H 1.72101 1.45345 2.18310  0.222
N -0.01241 -1.21031 -3.56803  -0.018
O 0.30247 -2.28992 -3.96842  -0.241
H -0.50591 -1.24825 -2.63833  0.262

SMILES: CN[C@H]1C[C@@]2(C)[C@@H]3C=CC=C[C@@]132.N=O
LUMO level: -0.18 eV
Maximum force: 2.72 eV/Å
ΔE to the lowest compared entry with this formula, charge and spin: 132.6 kcal/mol
Kohn-Sham gap: 8.00 eV
E_HOMO: -0.3007 Eh
Multiplicity: 1

Molecular formula: C11H16N2O3
Method: DFT, the ωB97M-V functional and the def2-TZVPD basis

Last column: natural (NBO) charge in e.
Geometry (Å):
C -4.50532 -0.97848 -0.34111  -0.653
C -3.34026 -0.09458 -0.08293  0.314
C -3.26070 1.22470 0.27086  -0.329
C -1.88890 1.52996 0.36782  -0.272
C -1.21153 0.36707 0.06413  0.217
C 0.18033 0.04881 0.01951  0.086
N 0.63652 -1.16699 -0.13350  0.139
O 0.01557 -2.24464 -0.26183  -0.518
C 2.11243 -1.18565 -0.09429  0.063
C 2.57051 -1.96051 1.13558  -0.612
N 2.53205 0.19958 -0.06912  -0.173
O 3.21346 0.50884 -1.28226  -0.582
C 1.31901 1.03275 0.14837  0.098
C 1.21027 2.16530 -0.87199  -0.610
C 1.41556 1.59777 1.57185  -0.599
O -2.10806 -0.61072 -0.20554  -0.367
H -4.56328 -1.22953 -1.40014  0.229
H -5.42303 -0.48001 -0.04338  0.226
H -4.39648 -1.90830 0.21417  0.233
H -4.07962 1.89319 0.44231  0.226
H -1.47218 2.47772 0.63896  0.221
H 2.47737 -1.67914 -1.00329  0.225
H 2.27984 -1.43769 2.04269  0.208
H 2.09904 -2.94021 1.12121  0.237
H 3.64985 -2.07685 1.12362  0.218
H 4.06060 0.88785 -1.01226  0.476
H 2.06069 2.83605 -0.77956  0.214
H 1.18996 1.76379 -1.88170  0.232
H 0.29833 2.72601 -0.70150  0.216
H 0.53852 2.19409 1.80075  0.208
H 1.48478 0.79172 2.29637  0.214
H 2.30231 2.21961 1.65958  0.215

SMILES: Cc1ccc(C2=[N+]([O-])[C@H](C)N(O)C2(C)C)o1
LUMO level: 0.74 eV
Maximum force: 0.94 eV/Å
ΔE to the lowest compared entry with this formula, charge and spin: 93.7 kcal/mol
Kohn-Sham gap: 8.19 eV
E_HOMO: -0.2736 Eh
Multiplicity: 1